Record 1
DFT (the ωB97M-V functional and the def2-TZVPD basis) results for a 12-piece molecular cluster, C40H83N11O10 overall.

## Properties
- HOMO energy (eV) = -9.117
- SMILES string = COC(=O)OC.CN(C)C=O.CN(C)C=O.CN(C)C=O.CN(C)C=O.CN(C)C=O.CN(C)C=O.CN(C)C=O.CCCC#N.CCCC#N.CCCC#N.CCCC#N
- HOMO-LUMO gap (eV) = 9.42
- electronic energy (eV) = -79690.155

Last column: Mulliken charge in e.
Atoms and positions in Å:
C (1.5921, 2.4904, -5.4197)  -0.772
O (0.4240, 2.4208, -4.5832)  -0.144
C (-0.3966, 3.4521, -4.6025)  0.614
O (-0.2841, 4.4739, -5.1992)  -0.589
O (-1.4567, 3.1629, -3.8214)  -0.025
C (-2.3482, 4.3245, -3.5626)  -0.702
H (1.3152, 2.8224, -6.4212)  0.326
H (2.0275, 1.4421, -5.4196)  0.217
H (2.3699, 3.1762, -5.0479)  0.285
H (-2.7073, 4.7350, -4.5414)  0.346
H (-1.8917, 5.1269, -3.0466)  0.324
H (-3.1203, 3.8747, -2.9553)  0.130
C (5.6952, 3.0808, 1.0570)  -0.823
N (5.0840, 1.9712, 1.8192)  0.546
C (4.3744, 0.9561, 1.0519)  -0.422
C (5.2617, 1.8316, 3.1408)  -0.138
O (4.6915, 1.0035, 3.8625)  -0.523
H (5.0387, 3.3327, 0.1955)  0.154
H (6.6230, 2.7225, 0.5918)  0.289
H (5.8536, 3.8245, 1.7894)  0.390
H (5.0117, 0.8436, 0.1540)  0.442
H (4.3366, 0.0228, 1.6132)  -0.386
H (3.3259, 1.1902, 0.8132)  0.132
H (6.0412, 2.4871, 3.5484)  0.316
C (3.9790, -3.1943, 3.1466)  -0.304
N (5.0908, -2.7445, 2.3861)  0.147
C (6.1667, -2.1078, 3.1232)  -1.027
C (5.2642, -2.9662, 1.1147)  0.867
O (6.1511, -2.6050, 0.3428)  -0.681
H (3.6182, -2.2453, 3.6134)  0.165
H (4.2336, -4.0019, 3.8206)  0.283
H (3.2164, -3.5432, 2.4595)  -0.118
H (5.8105, -1.1535, 3.4520)  0.242
H (6.4330, -2.7417, 3.9478)  0.374
H (7.0083, -2.0231, 2.4606)  0.307
H (4.3843, -3.5633, 0.6846)  -0.359
C (-2.7050, 5.3644, 2.1089)  -1.218
N (-2.0215, 4.4492, 1.1304)  0.250
C (-1.4426, 3.2762, 1.7577)  -0.553
C (-1.9971, 4.6419, -0.2307)  0.539
O (-2.6253, 5.5207, -0.8158)  -0.714
H (-1.9708, 5.9144, 2.6516)  0.358
H (-3.3462, 4.8018, 2.7597)  0.300
H (-3.2485, 6.0882, 1.5064)  0.415
H (-0.7230, 3.6189, 2.5615)  0.334
H (-2.2548, 2.6632, 2.1852)  0.696
H (-0.8656, 2.7482, 1.0100)  -0.561
H (-1.3711, 3.9303, -0.7913)  0.263
C (1.9482, 0.4782, 5.5390)  -0.695
N (0.9756, 0.4504, 4.4634)  0.397
C (1.2401, -0.1690, 3.1712)  1.053
C (-0.1876, 1.0431, 4.6471)  -0.267
O (-0.9451, 1.3039, 3.7172)  -0.478
H (1.4752, 1.1050, 6.3188)  0.296
H (2.9391, 0.8137, 5.2703)  0.205
H (2.0496, -0.5461, 5.9904)  0.257
H (0.3129, -0.4191, 2.6549)  -0.789
H (1.6715, 0.4955, 2.4103)  0.050
H (1.8326, -1.0739, 3.3556)  -0.403
H (-0.3668, 1.1808, 5.6938)  0.359
C (-5.6195, 2.2002, -2.3663)  -0.919
N (-4.6173, 2.2575, -1.2940)  0.543
C (-5.0826, 2.3313, 0.1258)  -0.561
C (-3.4670, 1.6046, -1.5708)  -1.010
O (-2.5857, 1.2545, -0.7839)  0.504
H (-6.4389, 2.8971, -2.2243)  0.338
H (-6.0335, 1.2163, -2.4024)  0.345
H (-5.1261, 2.3460, -3.3494)  0.292
H (-5.6175, 3.2473, 0.2573)  0.450
H (-5.6986, 1.4785, 0.3723)  0.362
H (-4.2101, 2.2247, 0.7930)  -0.245
H (-3.2667, 1.5263, -2.6997)  0.180
C (-0.9399, -0.8625, -2.4553)  -0.616
N (0.0564, -0.7521, -1.4016)  1.360
C (0.5883, -1.8691, -0.7079)  -1.137
C (0.5783, 0.4746, -1.1004)  -0.088
O (1.3363, 0.6891, -0.1700)  -0.060
H (-1.3369, 0.1094, -2.7762)  -0.293
H (-1.8335, -1.2572, -2.0171)  0.182
H (-0.4763, -1.4544, -3.2958)  0.333
H (0.2077, -1.9979, 0.3588)  -0.335
H (0.4033, -2.7141, -1.3193)  0.044
H (1.6876, -1.8010, -0.6635)  0.579
H (0.2800, 1.2798, -1.7946)  -0.481
C (-4.0344, 0.2048, 2.9592)  -0.908
N (-3.8187, -0.6294, 1.7597)  0.884
C (-4.6733, -1.7516, 1.6012)  -1.064
C (-2.5365, -0.8611, 1.3772)  -0.805
O (-2.1597, -1.8851, 0.7876)  -0.519
H (-3.1517, 0.8435, 3.1531)  0.174
H (-4.2760, -0.3945, 3.8429)  0.326
H (-4.9198, 0.8224, 2.7837)  0.257
H (-5.6837, -1.4337, 1.4580)  0.355
H (-4.3499, -2.4218, 0.8175)  0.148
H (-4.7484, -2.3050, 2.5878)  0.292
H (-1.8309, -0.0918, 1.5795)  0.492
C (0.1765, -4.1658, 2.9857)  -0.821
C (-1.0939, -4.8699, 2.6135)  -0.675
C (-1.1626, -4.8422, 1.0845)  1.977
C (-2.0964, -5.8302, 0.5166)  -0.081
N (-2.8486, -6.5952, 0.0355)  -0.616
H (0.2203, -3.1173, 2.6466)  -0.012
H (0.9856, -4.7885, 2.6109)  0.329
H (0.2382, -4.2261, 4.0697)  0.495
H (-2.0054, -4.4780, 3.1406)  0.303
H (-0.9988, -5.9517, 2.9779)  0.373
H (-0.1862, -5.1633, 0.7041)  -0.293
H (-1.4416, -3.8987, 0.7380)  -0.759
C (1.8779, 5.1084, -1.7774)  -1.490
C (1.9394, 3.6864, -1.1665)  1.041
C (1.6176, 3.7614, 0.3502)  1.881
C (2.4593, 4.5552, 1.2680)  -0.143
N (2.9692, 5.0753, 2.1664)  -0.666
H (1.4910, 5.7343, -0.9168)  0.340
H (1.3312, 5.1476, -2.6980)  0.371
H (2.8947, 5.3753, -1.8320)  0.429
H (2.9139, 3.2440, -1.2686)  0.415
H (1.3153, 2.9454, -1.6445)  -1.000
H (1.5952, 2.7471, 0.6278)  -1.095
H (0.6001, 4.1263, 0.5271)  0.026
C (-4.4159, -2.9878, -5.3178)  -1.413
C (-3.3428, -3.1685, -4.2688)  0.022
C (-3.8934, -3.3283, -2.8397)  0.009
C (-4.6193, -2.1492, -2.3153)  0.148
N (-5.1207, -1.2239, -1.8797)  -0.453
H (-5.0345, -2.0967, -5.1424)  0.322
H (-5.0134, -3.8272, -5.4123)  0.397
H (-3.9462, -2.7099, -6.2951)  0.371
H (-2.6502, -2.3344, -4.2516)  -0.084
H (-2.7032, -4.0376, -4.4797)  0.431
H (-3.0907, -3.4947, -2.0714)  -0.174
H (-4.6180, -4.1603, -2.8042)  0.523
C (1.7910, -3.5794, -3.1083)  -0.535
C (3.0439, -4.4240, -2.9763)  -1.050
C (3.6072, -4.5774, -1.5712)  -0.324
C (2.6922, -5.3013, -0.7080)  0.391
N (2.0254, -5.8957, 0.0077)  -0.531
H (1.7253, -3.4548, -4.2177)  0.356
H (1.7603, -2.6376, -2.6003)  0.152
H (0.8781, -4.1484, -2.7653)  0.237
H (3.8209, -3.9764, -3.6445)  0.378
H (2.7662, -5.4465, -3.2983)  0.340
H (3.8511, -3.5670, -1.2490)  0.148
H (4.4988, -5.1371, -1.4054)  0.629

=====

Record 2
DFT (the ωB97M-V functional and the def2-TZVPD basis) results for a 5-piece molecular cluster, C40H84NO9 overall.

## Properties
- HOMO energy (eV) = -11.589
- HOMO-LUMO gap (eV) = 9.71
- electronic energy (eV) = -62752.797
- total charge = +1

Last column: Mulliken charge in e.
Atoms and positions in Å:
C (-3.9284, -5.9701, -1.9982)  -1.452
C (-3.3441, -4.5894, -2.3034)  -0.077
C (-4.2661, -3.6635, -3.1230)  -0.894
C (-3.6481, -3.0949, -4.4220)  0.482
C (-4.4817, -3.3407, -5.6897)  -0.622
C (-3.6722, -3.4243, -6.9915)  -1.369
C (-2.6373, -2.3202, -7.2337)  -0.435
C (-3.2025, -0.8857, -7.1883)  -1.165
C (-2.5225, 0.0423, -6.1743)  0.227
C (-0.9816, 0.0988, -6.2921)  -0.502
C (-0.3869, 1.4833, -5.9695)  -1.114
C (0.4062, 1.5111, -4.6464)  -0.265
C (0.2806, 2.8295, -3.8805)  -1.031
C (-1.0036, 2.8028, -3.0451)  -0.489
N (-1.0127, 3.8731, -2.0001)  0.457
C (-0.5352, 3.4913, -0.6101)  -1.106
C (0.4679, 2.3519, -0.5721)  0.456
C (-0.1097, 0.9224, -0.4305)  -1.317
C (0.2434, -0.0634, -1.5653)  0.375
C (0.8839, -1.3684, -1.0760)  -1.179
C (1.2743, -2.3394, -2.1988)  0.060
C (1.2686, -3.7998, -1.7474)  -1.291
O (-2.1982, 4.6711, -1.9088)  -0.419
C (-3.4580, 4.0372, -2.2379)  -0.715
C (-3.8279, 2.7369, -1.5265)  0.670
C (-4.7116, 1.8638, -2.4260)  -1.370
H (-3.1457, -6.6698, -1.6904)  0.368
H (-4.4233, -6.3856, -2.8804)  0.406
H (-4.6357, -5.9167, -1.1723)  0.266
H (-3.1198, -4.1110, -1.3479)  0.300
H (-2.4064, -4.7177, -2.8488)  0.138
H (-4.5671, -2.8252, -2.4882)  0.350
H (-5.1876, -4.1985, -3.3685)  0.514
H (-2.6426, -3.5084, -4.5587)  0.412
H (-3.5244, -2.0124, -4.2993)  -0.734
H (-5.0104, -4.2934, -5.5693)  0.509
H (-5.2511, -2.5639, -5.7748)  0.367
H (-4.3638, -3.4510, -7.8383)  0.373
H (-3.1515, -4.3897, -6.9928)  0.368
H (-2.1924, -2.4963, -8.2189)  0.414
H (-1.8178, -2.4361, -6.5187)  0.289
H (-3.1257, -0.4208, -8.1781)  0.393
H (-4.2737, -0.9317, -6.9625)  0.459
H (-2.8017, -0.2780, -5.1640)  -0.435
H (-2.9173, 1.0562, -6.2954)  0.510
H (-0.6810, -0.2309, -7.2891)  0.477
H (-0.5512, -0.6257, -5.5962)  0.288
H (0.2409, 1.8408, -6.7898)  0.377
H (-1.2115, 2.2086, -5.8951)  0.380
H (-0.0083, 0.7168, -4.0141)  -0.279
H (1.4588, 1.2852, -4.8089)  0.543
H (1.1612, 3.0464, -3.2713)  0.452
H (0.1898, 3.6566, -4.6004)  0.537
H (-1.1801, 1.8367, -2.5686)  -0.018
H (-1.8490, 3.0069, -3.6982)  0.300
H (-0.3357, 4.5618, -2.3272)  0.506
H (-0.0996, 4.4171, -0.2232)  0.514
H (-1.4144, 3.2827, -0.0093)  0.308
H (1.1648, 2.4010, -1.4086)  -0.389
H (1.0873, 2.5642, 0.3050)  0.595
H (-1.1916, 0.9625, -0.2998)  0.481
H (0.2792, 0.5038, 0.5048)  0.561
H (0.9438, 0.4198, -2.2558)  0.060
H (-0.6523, -0.3296, -2.1372)  0.296
H (0.1912, -1.8819, -0.3953)  0.379
H (1.7774, -1.0979, -0.5026)  0.386
H (2.2608, -2.0668, -2.5868)  0.322
H (0.5759, -2.2125, -3.0383)  -0.042
H (1.6437, -3.8913, -0.7231)  0.347
H (1.8907, -4.4260, -2.3920)  0.387
H (0.2557, -4.2073, -1.7594)  0.206
H (-3.5386, 3.9179, -3.3215)  0.431
H (-4.1557, 4.8340, -1.9672)  0.404
H (-2.9475, 2.1648, -1.2582)  -0.347
H (-4.3650, 2.9804, -0.6098)  0.449
H (-4.9528, 0.9230, -1.9324)  0.414
H (-4.1968, 1.6163, -3.3631)  0.161
H (-5.6362, 2.3769, -2.6888)  0.373
O (3.3103, 2.9547, -1.4541)  -0.590
C (4.2815, 2.8965, -0.7410)  0.764
O (5.2018, 1.9750, -1.0246)  -0.353
C (6.4608, 1.9219, -0.3313)  -0.631
C (6.3618, 1.1826, 0.9816)  -0.521
C (4.4480, 3.7904, 0.4647)  -1.024
H (6.8525, 2.9302, -0.1995)  0.419
H (7.1234, 1.4075, -1.0234)  0.316
H (5.6850, 1.6815, 1.6742)  -0.045
H (7.3424, 1.1418, 1.4543)  0.362
H (6.0063, 0.1636, 0.8249)  0.328
H (3.9119, 3.3373, 1.2991)  0.191
H (3.9908, 4.7502, 0.2393)  0.400
H (5.4753, 3.9514, 0.7772)  0.345
O (-4.1264, -5.5108, 1.3578)  -0.525
C (-4.8491, -6.0064, 2.1753)  0.821
O (-5.6406, -7.0190, 1.7830)  -0.372
C (-6.4497, -7.7668, 2.6982)  -0.424
C (-7.7833, -7.1023, 2.9636)  -0.965
C (-4.9256, -5.4988, 3.5963)  -1.072
H (-5.8982, -7.9659, 3.6176)  0.366
H (-6.5941, -8.7221, 2.1981)  0.321
H (-7.6633, -6.1346, 3.4511)  0.271
H (-8.3939, -7.7348, 3.6076)  0.365
H (-8.3157, -6.9457, 2.0262)  0.304
H (-5.6132, -4.6538, 3.6153)  0.271
H (-3.9383, -5.1433, 3.8770)  0.316
H (-5.2595, -6.2336, 4.3232)  0.325
O (7.1367, 4.1006, 3.7885)  -0.587
C (6.7031, 3.3109, 4.5783)  0.776
O (5.8743, 2.3536, 4.1048)  -0.361
C (5.4026, 1.2660, 4.9118)  -0.495
C (4.1846, 1.6336, 5.7316)  -0.771
C (6.9922, 3.3633, 6.0539)  -0.972
H (6.2067, 0.8806, 5.5384)  0.400
H (5.1588, 0.4902, 4.1868)  0.355
H (4.4099, 2.4104, 6.4616)  0.055
H (3.8257, 0.7608, 6.2763)  0.377
H (3.3871, 1.9919, 5.0790)  0.323
H (6.2979, 4.0672, 6.5128)  0.207
H (8.0022, 3.7379, 6.1958)  0.374
H (6.8970, 2.4124, 6.5674)  0.314
O (6.4727, 2.0857, 8.9371)  -0.567
C (5.7776, 2.7762, 9.6264)  0.850
O (4.4570, 2.8040, 9.3595)  -0.356
C (3.5217, 3.4991, 10.1934)  -0.432
C (3.4177, 4.9675, 9.8418)  -0.998
C (6.3442, 3.6428, 10.7246)  -1.095
H (3.7631, 3.3441, 11.2450)  0.377
H (2.5765, 2.9941, 10.0044)  0.346
H (4.3588, 5.4911, 10.0093)  0.274
H (2.6502, 5.4443, 10.4511)  0.381
H (3.1479, 5.0832, 8.7923)  0.288
H (6.6953, 4.5711, 10.2743)  0.265
H (7.2004, 3.1261, 11.1484)  0.339
H (5.6448, 3.8850, 11.5194)  0.333

=====

> Number 2 is which compound?

C40H84NO9

=====

> Which formula does entry 1 have?

C40H83N11O10

=====

> Among the records above, which one has the lowest electronic energy?

C40H83N11O10